ORCA calculation (the ωB97M-V functional and the def2-TZVPD basis) on one molecule with the formula C4H7N3O at a distorted geometry.

As for the relative energy (zero: lowest compared OMol25 entry of this formula, charge and spin): 264.81 kJ/mol. The total energy comes out at -396.04755 Ha. The calculation puts the frontier orbital gap at 9.319 eV. The calculation puts the molar mass at 113.12 g/mol. Its SMILES is C=NN1CCNC1=O.

XYZ file:
```
15
Properties=species:S:1:pos:R:3:forces:R:3
C 0.6689 -0.0731 -2.6945 -2.31 1.70 0.63
N 1.3999 -0.0717 -1.6624 1.51 -1.33 0.40
N 1.0085 -0.1356 -0.4108 -0.20 -0.43 2.58
C -0.3510 -0.1014 0.0622 -1.62 0.61 -1.46
C -0.1841 -0.1468 1.5831 -2.23 -1.07 0.78
N 1.1300 -0.6308 1.7850 -0.76 0.86 -0.62
C 1.8595 -0.7789 0.7166 2.52 2.38 -5.39
O 3.0126 -1.0477 0.4613 -1.20 -0.71 1.24
H 1.1748 0.1079 -3.5962 0.72 -0.24 -1.20
H -0.4375 0.1669 -2.7552 0.96 -0.70 0.52
H -0.9009 -1.0186 -0.4461 0.39 1.90 1.22
H -0.8526 0.9345 -0.1348 0.57 -2.08 -0.39
H -0.3090 0.8811 2.0583 -0.16 -1.45 -0.50
H -0.8506 -0.9941 2.0399 0.49 2.18 -0.62
H 1.2684 -1.0537 2.6175 1.33 -1.63 2.81
```
Positions in Å, forces in eV/Å.

The Mulliken scheme yields these atomic charges, measured in e: -0.352 -0.783 0.632 -0.651 -0.319 -0.069 0.306 -0.565 0.281 0.226 0.368 0.250 0.267 0.259 0.150



ORCA calculation (the ωB97M-V functional and the def2-TZVPD basis) on an isolated ion of composition C29H24NO4 and charge -1 at a distorted geometry.

The net charge is -1. The total energy comes out at -1475.10492 Ha. The calculation puts the frontier orbital gap at 5.399 eV. The calculation puts the molar mass at 450.51 g/mol. Its SMILES is COc1ccc([C@H](c2cc(-c3ccccc3)c([O-])c(-c3ccccc3)c2)N2CCOC2=O)cc1.

XYZ file:
```
58
Properties=species:S:1:pos:R:3:forces:R:3
C -4.0042 -5.2813 -1.9815 -0.12 0.27 -0.14
O -3.5767 -4.3106 -2.9741 0.04 -0.13 1.29
C -3.0575 -3.1214 -2.5257 1.02 2.28 0.18
C -2.4689 -2.2606 -3.5073 -0.49 -0.59 1.33
C -1.7758 -1.0903 -3.1570 -0.54 -0.91 0.90
C -1.5883 -0.5863 -1.8408 -1.89 -2.45 -1.27
C -0.5119 0.4556 -1.6459 1.26 -1.22 -2.16
C -0.0058 0.4807 -0.3219 1.65 -0.16 3.80
C 0.4999 1.6962 0.2038 0.07 -1.86 0.03
C 1.3886 1.7336 1.2537 0.08 -1.17 0.64
C 1.8717 3.0263 1.7226 0.26 0.33 0.01
C 1.0628 4.1680 1.5314 0.51 -0.17 0.47
C 1.4690 5.3917 2.0419 0.07 0.04 -0.10
C 2.6876 5.5365 2.7081 0.49 -0.03 0.10
C 3.5281 4.4228 2.8513 -0.95 0.04 -0.44
C 3.1233 3.1795 2.3545 0.14 0.43 0.36
C 1.8861 0.4612 1.8613 -0.64 0.31 -1.27
O 2.9202 0.3816 2.5339 0.61 0.56 0.79
C 1.1273 -0.7524 1.5461 0.13 0.73 0.35
C 1.4005 -1.9932 2.3590 -0.54 -0.06 -0.37
C 0.3864 -2.9660 2.4932 0.88 0.28 0.24
C 0.5983 -4.1054 3.2512 -0.23 -0.56 0.21
C 1.7719 -4.3837 3.9332 0.72 0.70 -0.22
C 2.7874 -3.4340 3.7880 -0.47 -0.32 -0.02
C 2.6117 -2.2808 3.0300 0.30 0.43 -0.04
C 0.2310 -0.6990 0.4896 0.46 0.31 -0.74
N -0.4601 1.7580 -2.3111 -1.93 7.88 -0.69
C -1.5684 2.2218 -3.1475 -1.67 -1.55 1.37
C -1.1687 3.4667 -3.8676 0.17 -0.71 -0.35
O 0.1316 3.6894 -3.3854 0.83 0.48 0.34
C 0.5961 2.7090 -2.5171 0.97 -1.04 0.68
O 1.7547 2.7630 -2.1036 -2.86 -0.53 -1.02
C -2.2787 -1.4416 -0.8753 0.43 0.41 -0.19
C -2.9950 -2.6238 -1.1856 -0.40 -1.18 -1.31
H -4.3237 -6.1436 -2.5785 0.04 0.24 0.24
H -3.2219 -5.6218 -1.2612 -0.21 0.57 -0.70
H -4.8653 -4.9022 -1.3937 0.40 -0.12 -0.36
H -2.5488 -2.6053 -4.5244 0.24 0.14 -0.32
H -1.2230 -0.6142 -3.9267 0.30 0.37 -0.81
H 0.1813 0.5202 -2.5999 1.00 -4.60 1.45
H 0.2520 2.5766 -0.3398 0.04 0.49 0.23
H 0.1033 4.0657 1.0195 0.30 0.12 0.30
H 0.8153 6.2442 1.9122 0.02 0.15 0.03
H 3.0107 6.5151 3.0908 -0.26 -0.43 -0.16
H 4.4842 4.5002 3.3514 0.04 0.11 0.01
H 3.7798 2.3243 2.5050 -0.43 0.17 -0.20
H -0.5752 -2.8094 2.0359 -0.21 0.02 -0.12
H -0.1760 -4.8346 3.3346 -0.72 -0.32 -0.04
H 1.9344 -5.2798 4.5503 -0.30 0.43 -0.42
H 3.7326 -3.6105 4.2740 0.26 0.12 0.10
H 3.4292 -1.5576 2.9932 -0.47 -0.32 -0.16
H -0.1972 -1.6620 0.2260 0.11 0.20 -0.32
H -2.5376 2.3223 -2.6078 0.71 0.02 0.10
H -1.7022 1.3732 -3.7681 -0.76 -0.47 -1.40
H -1.1616 3.3177 -4.9486 0.34 -0.10 -0.10
H -1.8647 4.2850 -3.7250 0.25 0.43 0.61
H -2.1803 -1.3417 0.2052 -0.05 0.77 -0.35
H -3.5196 -3.2732 -0.4296 0.95 1.15 -0.37
```
Positions in Å, forces in eV/Å.

The Mulliken scheme yields these atomic charges, measured in e: -0.805 -0.418 0.793 -1.105 -0.468 0.071 -0.242 -0.067 -0.691 0.207 0.557 -0.348 -0.729 -0.372 -0.507 -0.501 0.806 -0.899 -0.480 0.461 -0.576 -0.560 -0.530 -0.421 -0.430 -1.007 0.235 -0.288 -0.383 -0.390 0.386 -0.578 -0.258 -0.584 0.247 0.331 0.320 0.389 0.392 0.318 0.451 0.403 0.329 0.318 0.372 0.357 0.422 0.357 0.348 0.359 0.372 1.142 0.289 0.115 0.260 0.280 0.710 0.242



no.,highest occupied orbital energy (eV)
1,-8.68
2,-3.04